No. 1
# C26H45NO17

6 unconnected molecules or ions with the total composition C26H45NO17 in a non-equilibrium geometry (wB97M-V/def2-TZVPD, OMol25).

Geometry as ORCA input:
```
! wB97M-V def2-TZVPD RIJCOSX def2/J DEFGRID3
* xyz 0 1
O -1.0434 1.3582 1.4810
N -1.4583 0.1677 1.6387
O -2.3149 -0.0687 2.4714
C -1.0672 -0.8107 0.6653
C -1.2305 -2.1709 0.9508
C -0.7971 -3.1884 0.0481
C -0.1849 -2.7229 -1.1406
C -0.0137 -1.3929 -1.4145
C -0.4406 -0.4421 -0.5256
H -1.6666 -2.4824 1.8884
H -0.9325 -4.2336 0.2836
H 0.1462 -3.3755 -1.9350
H 0.4681 -1.1079 -2.3381
H -0.1296 0.5671 -0.7518
C -1.1133 2.9605 -2.1678
C -1.3667 3.6752 -3.4689
O -2.2748 4.8810 -3.5030
C -3.1003 5.2044 -4.4942
O -2.9656 4.8306 -5.6921
O -3.9255 6.0854 -4.0444
C -4.6624 6.7756 -4.9658
H -1.9839 2.5364 -1.6674
H -0.6903 3.7366 -1.5301
H -0.3666 2.2170 -2.4467
H -2.0248 3.0092 -4.0270
H -0.3924 3.7091 -3.9564
H -5.3593 7.4048 -4.4120
H -5.3262 6.3178 -5.6993
H -4.0203 7.4406 -5.5434
C 3.5414 -5.8393 1.9282
C 3.8780 -4.3154 1.7662
O 2.8905 -3.4708 2.3751
C 3.1677 -2.1466 2.3766
O 4.1503 -1.4515 1.8611
O 2.1155 -1.5295 3.0296
C 1.9179 -0.0629 3.0487
H 2.5467 -6.1103 1.5743
H 3.4750 -6.1099 2.9820
H 4.2498 -6.3809 1.3012
H 4.0922 -3.8980 0.7823
H 4.8143 -4.2044 2.3131
H 2.8545 0.4794 2.9187
H 1.5230 0.2025 4.0294
H 1.2393 0.3593 2.3075
C 3.2280 1.8368 -1.8218
C 3.0455 1.2138 -3.2163
O 1.7449 1.2713 -3.6437
C 1.4057 0.5629 -4.7433
O 2.1812 0.1370 -5.6008
O 0.0166 0.4306 -4.7303
C -0.6949 -0.2704 -5.6058
H 4.2116 1.5434 -1.4549
H 2.5076 1.4699 -1.0908
H 3.1260 2.9215 -1.7881
H 3.4660 0.2085 -3.1902
H 3.6633 1.7171 -3.9600
H -0.2624 -1.2332 -5.8778
H -0.6117 0.3553 -6.4944
H -1.7111 -0.3181 -5.2145
C 1.5462 3.7124 0.8155
C 2.1216 3.7039 2.2118
O 1.5396 2.9167 3.2356
C 0.2950 3.1086 3.6335
O -0.1967 2.4125 4.5700
O -0.3809 4.1192 2.9942
C -1.7365 4.3043 3.4364
H 1.0724 2.7396 0.6844
H 2.2062 3.7410 -0.0515
H 0.8776 4.5678 0.7188
H 2.5360 4.6785 2.4696
H 3.0646 3.2303 1.9388
H -2.3576 3.6166 2.8625
H -1.9900 5.3110 3.1040
H -1.8219 4.0873 4.5011
C -0.4564 -7.2360 1.8122
C -0.7011 -5.8750 2.5948
O -2.1307 -5.5193 2.8706
C -2.3684 -4.4782 3.6296
O -1.5024 -4.0135 4.3413
O -3.5883 -4.0269 3.2797
C -3.9081 -2.6515 3.4798
H -0.9942 -7.9542 2.4312
H 0.5450 -7.6637 1.7630
H -0.8569 -7.1610 0.8013
H -0.2329 -5.1578 1.9207
H -0.1005 -5.8450 3.5040
H -4.0183 -2.5710 4.5612
H -4.8366 -2.3430 2.9994
H -3.1612 -2.0032 3.0215
*
```

Output
largest force on an atom	6.88	eV/Å
HOMO level	-10.4	eV
relative energy (zero: lowest compared OMol25 entry of this formula, charge and spin)	119.6	kcal/mol
orbital gap	9.3	eV
SMILES	O=[N+]([O-])c1ccccc1.CCOC(=O)OC.CCOC(=O)OC.CCOC(=O)OC.CCOC(=O)OC.CCOC(=O)OC


No. 2
# FO5P

A molecular structure, FO5P in a non-equilibrium geometry (wB97M-V/def2-TZVPD, OMol25).

Geometry as ORCA input:
```
! wB97M-V def2-TZVPD RIJCOSX def2/J DEFGRID3
* xyz 0 3
O 1.6661 -0.3002 -0.8444
O -0.6381 -0.3479 1.8267
O 0.2983 0.7351 1.5589
O -0.2570 -1.2776 0.8460
O -0.8961 0.3439 -1.0233
F -0.6045 1.0329 -2.2048
P 0.4313 -0.1861 -0.1591
*
```

Output
largest force on an atom	7.13	eV/Å
HOMO level (alpha / beta)	-7.4 / -12.3	eV
orbital gap (alpha / beta)	6.7 / 9.3	eV


No. 3
# C30H47CdCl2N4O7SSi

A molecular structure, C30H47CdCl2N4O7SSi in a non-equilibrium geometry (wB97M-V/def2-TZVPD, OMol25).

Geometry as ORCA input:
```
! wB97M-V def2-TZVPD RIJCOSX def2/J DEFGRID3
* xyz -1 1
C 3.2049 -2.2665 -6.6619
C 2.6384 -1.4950 -7.8083
H 3.1451 -3.3419 -6.8544
H 2.7060 -2.0431 -5.7136
H 4.2663 -2.0256 -6.5242
C 2.6358 -1.9479 -9.0789
C 3.1703 -3.2617 -9.5306
H 2.2566 -1.3224 -9.8886
H 2.7913 -4.1116 -8.9367
H 4.2726 -3.2990 -9.5349
H 2.8440 -3.3853 -10.5757
Cd 1.3704 -0.1444 -1.2579
Cl 2.7406 -1.3400 -2.8499
C 0.2513 2.7467 -2.0427
O -0.0781 1.5719 -1.7485
N -0.5403 3.5959 -2.6954
C -1.9185 3.2692 -3.0456
C -0.0346 4.9097 -3.0910
H 1.2241 3.1782 -1.7624
H -2.4786 2.8667 -2.1908
H -1.9691 2.5609 -3.8832
H -2.3530 4.2130 -3.3852
H 0.7345 5.2310 -2.3735
H -0.8848 5.6006 -3.1093
H 0.4062 4.8804 -4.1029
H -3.3551 2.3028 2.7640
H -0.8205 1.5482 3.9967
C -3.5007 1.2131 2.8339
C -1.3517 0.5829 3.9197
N -2.2299 0.5162 2.7519
H -4.1167 0.8698 1.9959
C -1.7734 0.2298 1.4883
O -2.4488 0.2781 0.4660
H -0.5992 -0.2208 3.8653
H -0.7202 -0.1149 1.4144
H -3.9996 1.0042 3.7855
H -1.9588 0.4772 4.8323
H 0.9128 -4.3527 -1.3740
H -0.1026 -3.6659 -3.8154
C -0.1192 -4.6901 -1.1821
C -1.0309 -4.0907 -3.3991
N -1.0870 -3.9276 -1.9630
H -0.3391 -4.5584 -0.1176
C -1.8771 -2.9418 -1.4595
O -2.6570 -2.2538 -2.1139
H -1.8990 -3.5838 -3.8288
H -1.7730 -2.7884 -0.3697
H -0.1803 -5.7498 -1.4692
H -1.0430 -5.1591 -3.6430
O 1.0219 -0.3658 -6.4797
C 2.0252 -0.1435 -7.4704
C 0.3938 0.1615 -9.3770
C 1.5047 0.6353 -8.6746
H -0.1401 -0.7181 -8.9925
C 0.0285 0.8032 -10.5653
H 2.8488 0.4228 -7.0027
C 2.1980 1.7820 -9.0855
H -0.8562 0.4464 -11.0959
C 0.7975 1.8681 -11.0536
C 1.8531 2.3868 -10.2942
H 3.0029 2.1518 -8.4466
H 0.5552 2.3027 -12.0273
H 2.4088 3.2588 -10.6373
Si -0.3735 0.3659 -5.9280
Cl 0.2844 -1.9125 0.2223
C -1.8852 -0.3389 -6.7643
C -0.2216 2.2274 -6.2217
C -0.4821 -0.0960 -4.1459
H -1.9357 -0.0108 -7.8088
H -2.7952 -0.0048 -6.2439
H -1.8671 -1.4369 -6.7316
H -0.4329 -1.1772 -3.9447
H -1.3832 0.3038 -3.6590
H 0.4165 0.3533 -3.7021
H -0.0272 2.4325 -7.2870
H 0.6240 2.6435 -5.6503
H -1.1210 2.8012 -5.9437
O 3.2520 -0.3195 1.0151
C 2.4641 0.5380 1.4266
N 1.4674 1.0975 0.6658
S 0.9106 2.5499 1.2225
O 1.5216 3.6519 0.5174
O -0.5318 2.5574 1.3213
C 1.6305 2.2701 2.8338
C 1.4792 2.9949 4.0181
C 2.2066 2.5942 5.1512
C 3.0147 1.4376 5.1068
C 3.1150 0.7025 3.9222
C 2.4234 1.1352 2.7873
H 0.8164 3.8574 4.0313
H 2.1714 3.1822 6.0692
H 3.5809 1.1333 5.9950
H 3.7368 -0.1909 3.8329
*
```

Output
largest force on an atom	2.13	eV/Å
HOMO level	-5.6	eV
orbital gap	7.9	eV


No. 4
# C3H7N3O

2 unconnected molecules or ions with the total composition C3H7N3O in a non-equilibrium geometry (wB97M-V/def2-TZVPD, OMol25).

Geometry as ORCA input:
```
! wB97M-V def2-TZVPD RIJCOSX def2/J DEFGRID3
* xyz 0 1
C 0.1541 1.5534 -0.2649
N -0.1917 0.6196 0.7796
N -1.8521 0.2020 1.0360
O -2.5817 1.0246 0.6609
H 1.1132 2.0295 -0.0392
H -0.6129 2.3449 -0.3147
H 0.1988 1.1350 -1.2737
H -0.0524 1.0861 1.6783
C 1.1178 -1.7335 -0.3393
C -0.2838 -1.2894 -0.2219
N -1.4090 -1.3997 -0.5834
H 1.5271 -1.9375 0.6527
H 1.1524 -2.6562 -0.9218
H 1.7203 -0.9787 -0.8487
*
```

Output
largest force on an atom	4.24	eV/Å
HOMO level	-9.0	eV
relative energy (zero: lowest compared OMol25 entry of this formula, charge and spin)	126.7	kcal/mol
orbital gap	9.1	eV
SMILES	CNN=O.CC#N


No. 5
# C3H29NO12S

12 unconnected molecules or ions with the total composition C3H29NO12S in a non-equilibrium geometry (wB97M-V/def2-TZVPD, OMol25).

Geometry as ORCA input:
```
! wB97M-V def2-TZVPD RIJCOSX def2/J DEFGRID3
* xyz 0 1
N 2.4358 1.8174 -0.1411
C 1.6771 1.7487 0.9894
O 2.1644 1.9193 2.0809
C 0.1591 1.2978 0.8519
C -0.7930 2.1908 1.5420
S -1.0165 3.9144 1.0182
H 2.0211 1.7333 -1.0537
H 3.4178 2.0303 -0.0720
H 0.1956 0.2760 1.3593
H -0.0654 1.0880 -0.1835
H -1.7994 1.8742 1.6891
H -0.5136 2.2957 2.5958
H 0.2055 4.3896 0.8333
O 1.4872 -0.5936 3.2671
H 2.0364 0.2749 3.2757
H 1.6936 -0.8461 2.3127
O -1.0333 0.0025 3.2980
H -1.9116 0.2452 3.5793
H -0.2966 0.1956 3.8395
O 0.7666 -0.3198 -3.4632
H -0.0012 -0.8748 -3.3160
H 1.2503 -0.5141 -4.2766
O -3.2262 -2.4218 0.5834
H -2.9050 -1.7471 1.2054
H -2.4329 -2.9595 0.5028
O -3.6385 -0.7683 -1.5619
H -4.0750 -0.2070 -0.8898
H -3.8155 -1.6330 -1.2264
O -0.8289 -2.0259 -1.4741
H -0.9222 -2.9294 -1.1690
H -1.7835 -1.9099 -1.5527
O -0.6737 -4.0257 0.9637
H 0.2221 -3.6156 0.8729
H -0.9469 -3.8979 1.8692
O 0.8782 3.3373 -1.4618
H 0.1379 2.8147 -1.7470
H 1.0933 3.9083 -2.1706
O -0.0391 2.3262 -3.8326
H -0.9904 2.4143 -3.8006
H 0.2843 1.4291 -3.8537
O 2.0602 -1.8516 -1.3535
H 1.2399 -2.1391 -1.7087
H 2.0084 -0.9112 -1.1818
O 1.7195 -2.5581 1.0248
H 2.1974 -2.1548 0.2219
H 2.3572 -2.6194 1.7142
*
```

Output
largest force on an atom	3.47	eV/Å
HOMO level	-8.5	eV
relative energy (zero: lowest compared OMol25 entry of this formula, charge and spin)	6.0	kcal/mol
orbital gap	8.5	eV
SMILES	NC(=O)CCS.O.O.O.O.O.O.O.O.O.O.O